DFT (ωB97M-V with the def2-TZVPD basis set) results for 2 unconnected molecules or ions with the total composition C4H2S3 at a distorted geometry.

Computed properties:
Electronic energy   -1348.001511 Eh
ΔE to the lowest compared entry with this formula, charge and spin   8.4 kcal/mol
E_LUMO (spin up / spin down)   -2.3 / -2.3 eV
Gap between HOMO and LUMO (spin up / spin down)   6.979 / 6.976 eV

CARTESIAN COORDINATES (ANGSTROEM)
C (2.04, -1.34, 0.14)
C (1.50, -0.23, 0.33)
C (0.04, 1.83, 0.41)
C (0.70, 0.84, 0.40)
S (-2.56, 0.65, -1.89)
S (-1.44, -1.94, -0.28)
S (-2.11, -0.09, -0.16)
H (2.56, -2.22, 0.38)
H (-0.73, 2.49, 0.68)

Atomic partial charges in e from the natural (NBO) method, atoms 1 to 5: -0.12 -0.13 -0.18 -0.01 -0.22